# 1
Computed, not measured: C3H11B4BrCa2Cl5FNO8P as an isolated structure, with ωB97M-V/def2-TZVPD.

Geometry as XYZ:
```
37
Properties=species:S:1:pos:R:3
N 2.837 -0.004 1.314
B 1.558 0.576 0.661
O 1.528 1.908 -0.012
B 0.222 -0.389 0.724
O -0.253 -1.273 -0.395
B -0.943 -2.456 0.232
O -2.125 -2.205 1.130
B -1.964 -0.749 1.473
P -3.371 0.553 1.225
O -4.751 -0.087 1.663
O -0.596 -0.385 1.988
H 2.504 -0.495 2.198
H 3.150 -0.799 0.685
H 0.924 2.546 0.470
H -0.538 -3.540 -0.026
H -3.012 1.748 1.981
H -3.381 0.947 -0.188
C 1.973 0.726 -3.348
C 1.910 -0.783 -3.188
O 0.914 -1.341 -3.727
O 2.866 -1.287 -2.535
H 1.120 1.102 -3.921
H 1.965 1.204 -2.363
H 2.892 1.006 -3.871
O 0.851 3.604 -3.313
H 0.863 4.383 -2.737
H 0.532 3.945 -4.162
Ca 1.049 -1.923 2.496
C -3.451 -0.830 5.582
Cl -4.942 -1.794 5.433
Cl -3.579 0.246 6.996
Cl -2.057 -1.920 5.788
Cl -3.228 0.149 4.110
F 4.158 -2.112 -3.609
Ca 3.258 0.094 -5.656
Br 5.058 2.700 -3.822
Cl -3.942 -3.067 0.728
```

Summary:
**E_HOMO**: -5.6 eV
**LUMO**: -3.408 eV


# 2
Computed, not measured: a 2-piece molecular cluster, C23H23ClN5O5 overall, with ωB97M-V/def2-TZVPD.

Geometry as XYZ:
```
57
Properties=species:S:1:pos:R:3
O 1.346 -0.743 5.349
O -0.605 -5.770 -5.023
O -0.391 0.790 -3.449
O -4.216 -2.759 -3.390
O 1.677 0.014 -3.660
Cl 2.858 8.985 5.163
N 1.425 2.512 0.281
N 1.575 2.657 3.098
C 1.159 0.276 4.701
C -1.314 -4.834 -4.686
C 0.457 -0.129 -3.423
C -3.425 -3.484 -2.801
C 1.639 3.672 0.919
C 1.725 3.760 2.328
C 2.998 6.277 4.856
C 1.796 7.477 3.144
C 2.726 5.071 4.202
C 1.536 6.273 2.476
C 0.919 -0.974 1.145
C 0.963 -0.928 2.541
C 2.530 7.484 4.333
C 1.995 5.049 3.000
C 1.070 0.200 0.405
C 1.158 0.288 3.228
C 1.278 1.418 1.048
C 1.336 1.476 2.476
N 0.891 1.374 5.466
N -3.911 -4.581 -2.207
N -1.124 -4.273 -3.492
C -2.402 -4.357 -5.624
C -3.161 -5.633 -1.522
C 0.000 -1.539 -3.018
C -1.494 -1.807 -3.278
C -1.901 -3.219 -2.807
H 1.771 4.565 0.317
H 3.570 6.280 5.777
H 1.429 8.415 2.739
H 3.096 4.143 4.628
H 0.958 6.304 1.556
H 0.769 -1.916 0.626
H 0.838 -1.852 3.101
H 1.038 0.193 -0.682
H 1.152 1.299 6.442
H 0.982 2.266 4.980
H -4.910 -4.688 -2.290
H -0.299 -4.605 -3.021
H -3.372 -4.679 -5.254
H -2.227 -4.784 -6.609
H -2.380 -3.273 -5.704
H -3.845 -6.258 -0.948
H -2.426 -5.198 -0.843
H -2.646 -6.255 -2.257
H 0.594 -2.271 -3.569
H 0.196 -1.687 -1.953
H -1.704 -1.684 -4.339
H -2.085 -1.082 -2.718
H -1.614 -3.255 -1.757
```

Summary:
**Total charge**: -1
**E_HOMO**: -4.4 eV
**LUMO**: 0.885 eV


# 3
Computed, not measured: C5H8O2 as an isolated structure, with ωB97M-V/def2-TZVPD.

Geometry as XYZ:
```
15
Properties=species:S:1:pos:R:3
O -1.409 -0.049 1.693
C -0.135 -0.346 1.090
C -0.496 -1.147 -0.171
C -0.107 -0.058 -1.203
C 1.296 0.437 -0.765
C 0.421 0.912 0.399
O -0.648 1.145 -0.569
H -1.805 0.630 1.114
H 0.481 -0.832 1.851
H -0.037 -2.131 -0.352
H -1.560 -1.144 0.176
H -0.375 -0.170 -2.258
H 2.112 -0.273 -0.598
H 1.640 1.293 -1.362
H 0.644 1.770 1.033
```

Summary:
**Relative energy (zero: lowest compared OMol25 entry of this formula, charge and spin)**: 2.288 eV
**E_HOMO**: -9.8 eV
**LUMO**: 1.025 eV


# 4
Computed, not measured: a 2-piece molecular cluster, C2H3N3 overall, with ωB97M-V/def2-TZVPD.

Geometry as XYZ:
```
8
Properties=species:S:1:pos:R:3
C -0.582 2.258 1.166
C 0.315 -1.174 -0.650
N -0.656 3.362 1.212
N -0.265 0.239 1.117
N 0.020 0.058 -0.010
H 0.950 -1.127 -1.574
H -0.533 -1.582 -1.055
H 0.752 -2.035 -0.206
```

Summary:
**Relative energy (zero: lowest compared OMol25 entry of this formula, charge and spin)**: 4.774 eV
**E_HOMO (spin up / spin down)**: -10.2 / -10.2 eV
**LUMO (spin up / spin down)**: -1.015 / -1.015 eV


# 5
Computed, not measured: a 4-piece molecular cluster, CH8O5 overall, with ωB97M-V/def2-TZVPD.

Geometry as XYZ:
```
14
Properties=species:S:1:pos:R:3
O 1.169 1.368 1.122
C 1.091 0.818 2.195
O 0.439 -0.308 2.459
H 1.506 1.269 3.103
H 0.145 -0.661 1.574
O -0.248 -1.102 -0.113
H 0.298 -0.338 -0.346
H -0.595 -1.457 -0.964
O -3.305 -1.258 -1.565
H -3.734 -1.248 -0.689
H -3.450 -0.371 -1.902
O 1.916 1.125 -1.843
H 1.949 1.199 -0.890
H 2.819 0.965 -2.140
```

Summary:
**Relative energy (zero: lowest compared OMol25 entry of this formula, charge and spin)**: 0.272 eV
**SMILES**: O=CO.O.O.O
**E_HOMO**: -11.2 eV
**LUMO**: 0.627 eV


The records above give, respectively, F_max values of 7.63; 2.47; 2.38; 8.76; 1.12 eV Å⁻¹.